Record 1
Below is a 2-piece molecular cluster, C5H11NOS overall at a distorted geometry, with properties calculated with wB97M-V/def2-TZVPD.

Each line ends with the natural charge from an NBO analysis.
Geometry (Å):
C 0.927878 0.837929 -1.010243  -0.03
C -0.340940 1.507407 -0.360257  -0.47
C -0.956622 0.770588 0.860678  -0.56
S -1.967169 -0.627920 0.285481  -0.07
C 1.923268 0.542041 -0.137465  0.50
N 2.452616 -0.849336 -0.056258  -0.58
C 1.441331 -1.885764 -0.247991  -0.47
O 2.193890 1.268036 0.919687  -0.57
H -5.202987 -0.148681 0.335362  0.00
H 0.773216 0.287504 -1.976631  0.23
H 0.094619 2.421853 -0.089326  0.27
H -1.110757 1.617949 -1.119897  0.23
H -0.105111 0.339348 1.426192  0.25
H -1.663603 1.450976 1.492988  0.24
H -4.729888 0.078340 -0.204066  0.00
H 2.804632 -0.975310 0.896060  0.39
H 1.419781 -2.177731 -1.281829  0.20
H 1.674656 -2.868027 0.295284  0.22
H 0.371197 -1.589210 -0.027771  0.21

Cartesian forces (eV/Å) of the 3 atoms listed first:
-5.259 -0.185 -1.531
1.791 -1.902 -2.645
-1.582 -0.512 0.786

* total charge: 0
* 2S+1: 1
* molar mass: 133.216 g/mol
* relative energy (zero: lowest compared OMol25 entry of this formula, charge and spin): 168.5 kcal/mol
* HOMO-LUMO gap: 4.456 eV

=====

Record 2
Below is C3H5MgO3 as an isolated structure, with properties calculated with wB97M-V/def2-TZVPD.

Each line ends with the natural charge from an NBO analysis.
Geometry (Å):
Mg -2.496773 -1.221925 0.125372  0.95
O -1.666436 -0.549046 -1.651291  -0.91
O -0.120821 0.929854 -0.917868  -0.52
C 0.867902 0.905717 0.103163  -0.10
C 0.323427 -0.085795 1.141265  -0.09
O -0.456913 -0.991534 0.394240  -0.82
C -0.474855 -0.360644 -1.224149  0.64
H 1.820440 0.543893 -0.316574  0.17
H 0.989478 1.922058 0.491676  0.21
H -0.287923 0.439952 1.891288  0.17
H 1.149645 -0.603138 1.651813  0.18
H 0.352829 -0.929392 -1.688935  0.12

Cartesian forces (eV/Å) of the 3 atoms listed first:
0.563 0.280 -0.593
0.167 -0.271 0.662
0.070 0.215 0.241

* total charge: 0
* 2S+1: 2
* molar mass: 113.375 g/mol
* relative energy (zero: lowest compared OMol25 entry of this formula, charge and spin): 0.0 kcal/mol
* HOMO-LUMO gap (spin up / spin down): 6.854 / 9.783 eV

=====

Record 3
Below is C6H7LiO6Tl as an isolated structure at a distorted geometry, with properties calculated with wB97M-V/def2-TZVPD.

Each line ends with the Löwdin spin population.
Geometry (Å):
Tl -0.748757 2.492542 -0.783813  0.04
O -0.810506 1.623432 1.317425  0.24
O -1.413916 -0.546718 1.096788  0.10
C -2.544097 -0.317546 0.182120  0.04
C -2.083945 -0.357210 -1.264633  0.01
O -1.177442 0.628933 -1.571125  0.00
C -0.713709 0.441537 1.514235  0.51
H -3.248124 -1.124563 0.409162  0.00
H -2.985503 0.652789 0.446583  0.00
H -3.018443 -0.282644 -1.861312  0.00
H -1.681662 -1.372663 -1.464916  0.00
Li 0.570039 0.360770 -1.904249  0.00
O 1.294883 2.043729 -0.960121  0.01
O 1.959325 0.044544 -0.428007  0.00
C 2.607415 -0.862067 0.362710  0.00
C 1.914952 -1.728320 1.110446  0.01
O 2.871363 1.834780 0.640743  0.00
C 2.092330 1.431522 -0.198608  0.00
H 3.695006 -0.808701 0.312736  0.00
H 2.320882 -2.725455 1.275577  0.00
H 1.099899 -1.428683 1.768263  0.01

Cartesian forces (eV/Å) of the 3 atoms listed first:
-3.067 5.838 -0.212
0.119 -0.990 1.727
-0.046 -0.589 -0.078

* total charge: 0
* 2S+1: 2
* molar mass: 386.440 g/mol
* relative energy (zero: lowest compared OMol25 entry of this formula, charge and spin): 93.9 kcal/mol
* HOMO-LUMO gap (spin up / spin down): 7.659 / 6.699 eV

=====

Record 4
Below is C22H27BN6O2Sr as an isolated structure, with properties calculated with wB97M-V/def2-TZVPD.

Each line ends with the natural charge from an NBO analysis.
Geometry (Å):
Sr -1.457310 0.161612 0.690757  1.86
C -1.900662 4.131171 -0.435257  -0.64
C -0.515000 3.661323 -0.134690  0.18
C 0.678179 4.390347 -0.107620  -0.37
C 1.668948 3.471661 0.204534  0.23
C 3.131866 3.735128 0.338810  -0.65
N 1.077482 2.271141 0.346314  -0.35
N -0.267882 2.385287 0.138675  -0.46
B 1.510053 0.872769 0.860819  0.60
N 3.012641 0.660921 0.812946  -0.39
N 3.583616 0.852267 -0.406451  -0.30
C 4.849904 0.503788 -0.285264  0.14
C 5.785055 0.607707 -1.445090  -0.64
C 5.115291 0.057550 1.025222  -0.36
C 3.917295 0.156867 1.694791  0.18
C 3.627998 -0.244810 3.105551  -0.64
N 0.886030 0.658715 2.277834  -0.39
N 0.215866 -0.510887 2.539947  -0.43
C -0.138245 -0.465050 3.820377  0.17
C -0.928572 -1.570780 4.439011  -0.65
C 0.299534 0.732646 4.403846  -0.36
C 0.933664 1.422137 3.391781  0.22
C 1.582768 2.762731 3.442800  -0.66
H -2.090337 5.098034 0.029715  0.23
H -2.641021 3.424706 -0.057831  0.22
H -2.051323 4.245298 -1.509916  0.22
H 0.815207 5.442832 -0.291839  0.22
H 3.287712 4.800807 0.501268  0.22
H 3.652148 3.432409 -0.568549  0.25
H 3.581459 3.180493 1.159976  0.23
H 0.966648 0.037728 0.143865  -0.11
H 5.236641 0.924440 -2.330693  0.23
H 6.260346 -0.351428 -1.655550  0.22
H 6.577873 1.332174 -1.250163  0.21
H 6.044400 -0.310540 1.429140  0.22
H 4.496678 -0.768318 3.501662  0.23
H 2.767839 -0.911495 3.172660  0.23
H 3.436587 0.612157 3.752066  0.22
H -1.045094 -2.392423 3.733725  0.23
H -1.918588 -1.222838 4.736827  0.23
H -0.428900 -1.952248 5.329550  0.23
H 0.158568 1.059933 5.420524  0.23
H 1.578945 3.128316 4.467829  0.23
H 1.054499 3.481126 2.814467  0.24
H 2.616693 2.716589 3.098079  0.23
O -3.530613 0.844051 1.770025  -0.82
C -4.226976 0.136805 0.985022  0.75
O -3.708857 -0.656741 0.140227  -0.83
C -5.719311 0.257038 1.044071  -0.12
C -6.307114 1.138081 1.944981  -0.18
C -7.687073 1.260645 1.994509  -0.23
C -8.480913 0.502162 1.144489  -0.19
C -7.895438 -0.379358 0.245216  -0.23
C -6.515777 -0.502006 0.194320  -0.18
H -5.668170 1.718580 2.596276  0.23
H -8.144406 1.947638 2.694789  0.21
H -9.558529 0.599284 1.183470  0.21
H -8.516156 -0.969429 -0.416543  0.21
H -6.038468 -1.180544 -0.499305  0.23

Cartesian forces (eV/Å) of the 3 atoms listed first:
0.101 0.017 0.011
0.008 -0.004 0.009
0.015 0.039 -0.029

* total charge: 0
* 2S+1: 1
* molar mass: 505.930 g/mol
* relative energy (zero: lowest compared OMol25 entry of this formula, charge and spin): 0.2 kcal/mol
* HOMO-LUMO gap: 8.629 eV

=====

Record 5
Below is an isolated ion of composition C5H10NO2 and charge +1 at a distorted geometry, with properties calculated with wB97M-V/def2-TZVPD.

Each line ends with the natural charge from an NBO analysis.
Geometry (Å):
C -0.731242 -1.200327 0.789129  -0.55
C -0.406546 -0.773075 -0.586634  0.14
C 0.527361 -0.831556 1.647114  -0.07
C 0.970065 -0.326253 -0.577935  -0.05
C 1.072461 1.199319 -1.348385  -0.01
N -1.014942 1.954294 -0.449569  -0.46
O 1.493487 -0.309932 0.654883  -0.47
O 0.471529 2.103294 -0.468246  -0.32
H -1.778490 -0.746896 1.069668  0.28
H -0.803298 -2.230195 0.822372  0.29
H -0.941115 -1.105992 -1.562475  0.29
H -1.251952 1.002626 -0.252603  0.32
H 0.334421 -0.038227 2.463777  0.22
H 0.890408 -1.699296 2.171999  0.22
H 1.671363 -0.674291 -1.314270  0.31
H 0.688338 1.144700 -2.390409  0.22
H 2.085149 1.553856 -1.465805  0.25
H -1.169394 2.615052 0.260547  0.39

Cartesian forces (eV/Å) of the 3 atoms listed first:
-1.341 3.382 0.634
2.007 -1.605 -1.573
-0.954 2.176 0.269

* total charge: +1
* 2S+1: 1
* molar mass: 116.140 g/mol
* relative energy (zero: lowest compared OMol25 entry of this formula, charge and spin): 149.1 kcal/mol
* HOMO-LUMO gap (spin up / spin down): 7.399 / 7.388 eV

=====

Record 6
Below is a 2-piece molecular cluster, C2H7OPS2 overall at a distorted geometry, with properties calculated with wB97M-V/def2-TZVPD.

Each line ends with the natural charge from an NBO analysis.
Geometry (Å):
C 0.911403 -1.149997 -0.667445  -0.97
P 0.910937 0.559616 -0.032535  0.61
S 2.954391 0.790517 -0.442433  -0.30
S 0.982302 0.160223 2.064345  -0.36
H 1.215017 -1.788645 0.181084  0.24
H -0.184285 -1.240984 -0.790273  0.23
H 1.353296 -1.362541 -1.561954  0.23
H 3.017713 1.809321 0.324489  0.13
H -0.297214 0.695429 2.481384  0.18
C -2.700082 0.396929 -0.359115  0.31
O -1.972851 0.011639 0.509005  -0.50
H -3.697478 0.843812 -0.315334  0.11
H -2.493147 0.274675 -1.391219  0.09

Cartesian forces (eV/Å) of the 3 atoms listed first:
-2.862 0.114 3.063
-0.047 0.376 -0.134
0.411 -1.199 -0.745

* total charge: 0
* structure (SMILES): CP(S)S.C=O
* 2S+1: 1
* molar mass: 142.185 g/mol
* relative energy (zero: lowest compared OMol25 entry of this formula, charge and spin): 51.7 kcal/mol
* HOMO-LUMO gap: 8.773 eV